Computed, not measured: 8 unconnected molecules or ions with the total composition C17H41N3O7S at a distorted geometry, with the ωB97M-V functional and the def2-TZVPD basis.

Element x y z (Å)
C -17.254539 7.070131 -5.737142
C -17.677809 8.510650 -5.755110
O -16.735512 9.307109 -6.418268
S -16.868054 10.913768 -6.050988
C -15.978706 10.864921 -4.428682
O -16.057889 11.668943 -7.007219
O -18.254631 11.353286 -5.725052
H -16.995222 6.829194 -6.768068
H -18.147414 6.477131 -5.539092
H -16.332913 6.839160 -5.202948
H -18.515950 8.679598 -6.431189
H -17.917657 8.699904 -4.708804
H -16.712071 10.363583 -3.797069
H -15.867811 11.912142 -4.147403
H -15.008190 10.368732 -4.430078
C -19.235813 5.802369 -2.266241
C -18.774840 4.428057 -2.197933
N -18.290865 3.310445 -2.212917
H -18.469482 6.539824 -2.027501
H -19.904716 5.827197 -1.405973
H -19.886731 6.044155 -3.106436
C -15.437476 2.834714 -3.958979
C -14.944227 4.000591 -4.745307
N -14.623036 4.920674 -5.342078
H -15.360837 3.093027 -2.902805
H -15.025677 1.839919 -4.129033
H -16.518651 2.847346 -4.096781
C -13.072123 -2.344419 -3.363132
C -13.733745 -1.097124 -2.938407
N -14.293652 -0.143764 -2.639052
H -12.216515 -2.544159 -2.718035
H -12.810176 -2.234695 -4.415483
H -13.885545 -3.069694 -3.383601
C -14.040527 7.615513 -2.234569
C -15.097897 6.860517 -1.512484
O -15.297192 7.515223 -0.284086
H -13.162507 7.816495 -1.620741
H -14.285044 8.597242 -2.640176
H -13.600336 7.033629 -3.044355
H -14.950383 5.791102 -1.663132
H -16.012888 7.045727 -2.075140
H -15.748578 8.322182 -0.542283
C -16.749372 0.378795 -6.044201
C -17.186320 -0.397231 -7.231090
O -17.794167 -1.536043 -6.747551
H -17.221515 0.218941 -5.074857
H -16.990114 1.428386 -6.212989
H -15.683877 0.298289 -5.828934
H -16.319741 -0.649134 -7.842406
H -17.933741 0.176973 -7.778589
H -18.716004 -1.327023 -6.579816
C -11.197952 1.959522 -5.048767
C -12.102760 0.724671 -5.403376
O -11.946061 0.520536 -6.832735
H -10.141065 1.715571 -5.156362
H -11.346489 2.134567 -3.983218
H -11.498225 2.782839 -5.696917
H -13.152773 0.931498 -5.196485
H -11.805274 -0.197004 -4.903254
H -12.397322 -0.281742 -7.105329
C -12.243057 3.869805 0.418967
C -11.987557 3.497596 -1.027894
O -11.165928 4.458716 -1.577937
H -12.530979 4.919849 0.469939
H -11.349365 3.864229 1.042968
H -13.051478 3.240589 0.791318
H -12.942907 3.611445 -1.540186
H -11.685093 2.461715 -1.181348
H -10.369920 4.005480 -1.865277

Forces on atoms 1 to 2 (eV/Å):
0.3 -0.1 -2.0
-1.5 -1.3 -0.2

Properties
HOMO, eV: -10.12
E, eV: -47926.594
Orbital gap, eV: 10.27
SMILES: CCOS(C)(=O)=O.CC#N.CC#N.CC#N.CCO.CCO.CCO.CCO


Computed, not measured: a molecular structure, C2H8BrCuN4O2 at a distorted geometry, with the ωB97M-V functional and the def2-TZVPD basis.

Element x y z (Å)
Cu 11.293695 -11.018221 24.322211
Br 13.510086 -11.810262 25.464761
C 16.478392 -9.227093 27.313974
O 17.084520 -8.524098 28.209082
N 15.171855 -9.040566 27.106693
N 17.135864 -10.132086 26.592177
H 14.721447 -9.808434 26.612551
H 14.603250 -8.439367 27.683226
H 18.140271 -10.157214 26.681190
H 16.628303 -10.785741 26.013765
C 16.126009 -14.148114 22.889314
O 16.628328 -14.919370 22.103420
N 15.058565 -13.338329 22.568173
N 16.540210 -14.021819 24.192057
H 14.569260 -12.826381 23.282720
H 14.678339 -13.347679 21.641940
H 16.202341 -13.287297 24.784097
H 17.379947 -14.493029 24.473216

Forces on atoms 1 to 2 (eV/Å):
1.3 -0.5 0.7
-1.1 0.8 -0.5

Properties
HOMO (alpha / beta), eV: -11.90 / -11.90
Charge: +1
E, eV: -126933.682
Orbital gap (alpha / beta), eV: 6.78 / 3.08
ΔE to the lowest compared entry with this formula, charge and spin, kcal per mole: 38.1
Spin multiplicity: 2


Computed, not measured: a molecular structure, C26H29Br2CsIN5O2S2, with the ωB97M-V functional and the def2-TZVPD basis.

Element x y z (Å)
Cs -2.119308 -0.994756 -1.264318
O -3.463926 -0.136206 1.355746
S -2.504644 -0.586559 2.356841
O -3.038731 -1.244893 3.526047
N -1.421918 -1.403257 1.566588
C -0.381722 -2.065151 2.164914
C 0.002329 -1.981458 3.492621
C 1.123500 -2.673691 3.984621
C 1.881627 -3.476365 3.182644
C 1.523261 -3.613907 1.821179
C 2.236044 -4.456996 0.939081
C 1.849098 -4.562620 -0.364406
C 0.746961 -3.797616 -0.792030
N 0.060285 -3.000487 -0.011763
C 0.411885 -2.906938 1.299740
C -1.729953 0.908610 2.948851
C -1.081648 1.734205 2.038499
C -0.486827 2.905333 2.477681
C -0.544083 3.251428 3.823944
C -1.194230 2.423557 4.726546
C -1.789108 1.244827 4.291058
H -0.583682 -1.387636 4.179066
H 1.376346 -2.565726 5.032470
H 2.735436 -4.020063 3.566845
H 3.082622 -5.016915 1.319635
H 2.366693 -5.208691 -1.060692
H 0.428412 -3.853803 -1.830790
H -1.031593 1.463559 0.990307
H 0.025107 3.545560 1.768838
H -0.078997 4.166632 4.167990
H -1.238646 2.692721 5.774099
H -2.303551 0.584667 4.976658
Br 0.130866 -1.722099 -4.344930
C -0.864469 -0.604322 -5.573626
Br -2.197035 0.457749 -4.687012
H -1.350588 -1.260085 -6.283258
H -0.153432 0.052723 -6.057409
C 3.058263 -1.065629 -0.855989
N 2.291368 0.156791 -0.636869
C 1.712740 0.290171 0.695427
C 1.792022 0.882777 -1.659958
S 0.336734 1.729525 -1.530774
N 2.529380 0.904521 -2.805201
C 1.977193 1.474677 -4.019998
C 3.986223 0.901472 -2.766120
H 2.612977 -1.862866 -0.261873
H 4.103154 -0.956568 -0.556169
H 3.015046 -1.354343 -1.903778
H 2.376392 -0.204210 1.404478
H 0.725056 -0.170843 0.752707
H 1.619664 1.340720 0.958881
H 0.914455 1.261403 -4.081093
H 2.495406 1.030980 -4.871998
H 2.107808 2.560966 -4.045586
H 4.338370 0.961299 -1.740205
H 4.352500 1.781058 -3.299642
H 4.410037 0.012318 -3.238061
I -5.926683 0.089676 -2.154454
C -4.574147 1.580909 -1.550058
C -4.621992 2.052666 -0.248604
C -3.687477 3.009134 0.114418
C -2.769550 3.447312 -0.823608
C -2.809490 2.895089 -2.092491
N -3.695194 1.965192 -2.455387
H -5.325914 1.652160 0.463807
H -3.667577 3.381378 1.130405
H -2.013636 4.180287 -0.577731
H -2.085511 3.180647 -2.846751

Forces on atoms 1 to 2 (eV/Å):
-0.1 0.0 0.1
0.0 0.0 0.0

Properties
HOMO, eV: -7.16
E, eV: -209383.617
Orbital gap, eV: 7.12
ΔE to the lowest compared entry with this formula, charge and spin, kcal per mole: 0.2


Computed, not measured: a molecular structure, C12H28ClN4O4 at a distorted geometry, with the ωB97M-V functional and the def2-TZVPD basis.

Element x y z (Å)
Cl -0.312500 0.224906 -0.148295
C 2.077650 -2.760944 -0.619025
C 0.947290 -2.891304 -1.670455
O 1.072570 -3.604984 -2.640255
N -0.113000 -2.086774 -1.402815
C -1.296800 -1.964294 -2.228995
H 2.904890 -2.201994 -1.056475
H 2.291340 -3.756764 -0.230705
H 1.635800 -2.242174 0.231695
H -0.052990 -1.183614 -0.954725
H -1.586860 -0.980494 -2.597925
H -2.004800 -2.318764 -1.479875
H -1.420440 -2.603384 -3.103285
C 2.052360 0.036546 -3.332565
C 2.331140 1.307706 -2.531805
O 3.078030 2.227766 -2.912405
N 1.804250 1.261436 -1.287515
C 1.773990 2.465796 -0.467745
H 2.308730 0.316486 -4.354325
H 1.075300 -0.446174 -3.353425
H 2.777590 -0.743514 -3.100945
H 1.275020 0.532016 -0.831505
H 2.801000 2.761206 -0.253055
H 1.425710 1.917176 0.407365
H 1.163820 3.303996 -0.804225
C 2.521420 0.737826 2.050745
C 1.294360 1.309646 2.650885
O 1.356360 2.204126 3.499045
N 0.080640 0.821226 2.312125
C -1.202030 1.291406 2.829935
H 3.168170 1.570426 1.774005
H 2.418170 0.073766 1.192575
H 2.994500 0.219266 2.884645
H 0.090910 0.269726 1.466045
H -1.905930 0.463716 2.743065
H -1.560720 2.178766 2.308355
H -1.277440 1.673096 3.848135
C -3.058270 1.987216 0.814415
C -3.370280 0.510526 1.229475
O -4.373410 0.319566 1.988605
N -2.575420 -0.447414 0.813295
C -2.943040 -1.904584 0.975375
H -3.732220 2.732596 1.236665
H -3.214870 2.078756 -0.260385
H -2.031930 2.305866 0.996575
H -1.701100 -0.180324 0.383955
H -4.003100 -1.959344 0.727645
H -2.711290 -2.363374 1.936565
H -2.272590 -2.462354 0.321545

Forces on atoms 1 to 2 (eV/Å):
0.8 2.3 -2.7
-1.6 0.0 0.0

Properties
HOMO, eV: -6.13
Charge: -1
E, eV: -39571.179
Orbital gap, eV: 9.09
ΔE to the lowest compared entry with this formula, charge and spin, kcal per mole: 145.4


Computed, not measured: 2 unconnected molecules or ions with the total composition C11H15N at a distorted geometry, with the ωB97M-V functional and the def2-TZVPD basis.

Element x y z (Å)
C 1.857688 -2.076273 -2.921694
C 3.121489 -1.727205 -2.115809
H 1.671345 -1.417255 -3.774133
H 1.993633 -3.047881 -3.414270
H 0.986302 -2.087825 -2.273822
H 4.036144 -2.163044 -2.501138
H 2.894762 -2.055377 -1.099121
H 3.195209 -0.644327 -2.016459
C -2.821954 -1.244750 -0.294280
C -1.123551 0.291793 -1.437438
C -1.629360 -0.322841 -0.345136
C 0.074730 1.011416 0.291071
C -0.843018 0.122719 0.809466
C 0.852299 1.882936 1.137092
C -0.991862 -0.124605 2.174948
C 0.694669 1.622102 2.517740
C -0.117597 0.628609 3.044720
N -0.013944 1.112796 -1.086987
H -1.299742 0.051547 -2.477328
H 0.229152 1.819983 -1.761176
H -3.014824 -1.726059 0.655590
H -2.732141 -2.017843 -1.068693
H 1.317194 2.814597 0.848288
H -1.975899 -0.470345 2.472129
H 1.192284 2.217819 3.280130
H -0.248457 0.471714 4.109129
H -3.685553 -0.688674 -0.681346

Forces on atoms 1 to 2 (eV/Å):
0.6 -0.4 -0.8
-1.3 0.4 0.4

Properties
HOMO (alpha / beta), eV: 0.60 / -2.81
Charge: -1
E, eV: -13138.771
Orbital gap (alpha / beta), eV: 2.96 / 6.33
ΔE to the lowest compared entry with this formula, charge and spin, kcal per mole: 18.3
Spin multiplicity: 2


Computed, not measured: 2 unconnected molecules or ions with the total composition CH4O2PS at a distorted geometry, with the ωB97M-V functional and the def2-TZVPD basis.

Element x y z (Å)
C 0.697026 0.019373 0.201618
O 0.073177 -1.878326 2.163522
O -1.970027 -0.927484 0.994776
P -0.355137 -0.649793 1.512664
S 1.477049 -0.482524 -2.089359
H 1.736027 -0.150494 0.336329
H 0.377719 1.066336 0.173572
H -2.604234 -0.186385 0.789827
H 0.540955 -1.416362 -1.802405

Forces on atoms 1 to 2 (eV/Å):
-1.2 0.3 -0.7
0.5 -2.1 0.7

Properties
HOMO (alpha / beta), eV: -3.03 / -3.03
Charge: -1
E, eV: -25321.091
Orbital gap (alpha / beta), eV: 6.46 / 6.46
ΔE to the lowest compared entry with this formula, charge and spin, kcal per mole: 96.8